1.
The following is a DFT calculation (ωB97M-V/def2-TZVPD) of C4H7NO2 in the gas phase at a distorted geometry.

## Properties
relative energy (zero: lowest compared OMol25 entry of this formula, charge and spin): 133.3 kcal/mol
spin multiplicity: 1
frontier orbital gap (spin up / spin down): 7.99 / 8.18 eV
HOMO level (spin up / spin down): -7.65 / -8.05 eV
charge: 0
max |F|: 2.3 eV/A

CARTESIAN COORDINATES (ANGSTROEM)
C (1.569, -0.285, -0.047)
C (0.117, -0.638, 0.106)
N (-0.305, -1.703, 0.704)
O (0.761, -2.457, 1.172)
C (-0.911, 0.210, -0.440)
C (-1.453, 2.235, -0.580)
O (-0.568, 1.353, -1.063)
H (2.101, -1.096, -0.552)
H (1.690, 0.641, -0.613)
H (2.027, -0.171, 0.941)
H (0.321, -3.209, 1.588)
H (-1.952, -0.076, -0.443)
H (-1.866, 2.940, -1.292)
H (-1.579, 2.322, 0.489)



2.
The following is a DFT calculation (ωB97M-V/def2-TZVPD) of C4H7NO2 in the gas phase at a distorted geometry.

## Properties
relative energy (zero: lowest compared OMol25 entry of this formula, charge and spin): 46.3 kcal/mol
spin multiplicity: 1
frontier orbital gap: 10.97 eV
HOMO level: -10.20 eV
charge: 0
max |F|: 1.4 eV/A

CARTESIAN COORDINATES (ANGSTROEM)
H (0.268, 1.675, 0.075)
N (-0.666, 1.297, 0.118)
C (-0.846, 0.041, 0.029)
C (-2.285, -0.300, -0.166)
O (0.057, -0.972, 0.131)
C (1.330, -0.539, 0.585)
C (2.107, 0.139, -0.532)
O (3.096, 0.802, -0.340)
H (-2.651, -1.234, 0.275)
H (-2.637, 0.656, 0.244)
H (-2.569, -0.270, -1.224)
H (1.218, 0.156, 1.427)
H (1.884, -1.421, 0.927)
H (1.693, -0.030, -1.549)



3.
The following is a DFT calculation (ωB97M-V/def2-TZVPD) of C4H7NO2 in the gas phase.

## Properties
relative energy (zero: lowest compared OMol25 entry of this formula, charge and spin): 123.9 kcal/mol
spin multiplicity: 1
frontier orbital gap: 8.57 eV
HOMO level: -8.37 eV
charge: 0
max |F|: 0.5 eV/A

CARTESIAN COORDINATES (ANGSTROEM)
C (-2.311, -0.602, 0.105)
N (-1.142, -0.782, -0.734)
C (-0.017, -0.350, -0.338)
C (1.358, -0.690, -0.604)
O (2.261, 0.215, -0.491)
C (1.527, 1.444, 0.194)
O (0.238, 1.303, -0.072)
H (-2.522, 0.463, 0.281)
H (-3.187, -1.038, -0.390)
H (-2.212, -1.086, 1.092)
H (1.677, -1.714, -0.807)
H (0.487, -0.767, 0.760)
H (2.009, 2.331, -0.239)
H (1.835, 1.271, 1.244)



4.
The following is a DFT calculation (ωB97M-V/def2-TZVPD) of a molecular structure, C4H7NO2.

## Properties
relative energy (zero: lowest compared OMol25 entry of this formula, charge and spin): 156.9 kcal/mol
spin multiplicity: 1
frontier orbital gap: 7.92 eV
HOMO level: -7.71 eV
charge: 0
max |F|: 0.5 eV/A

CARTESIAN COORDINATES (ANGSTROEM)
C (1.104, -0.177, 1.518)
C (0.909, 1.117, -0.180)
O (0.936, 0.300, -1.308)
C (-0.393, -0.049, -1.626)
C (-1.007, -0.350, -0.277)
N (-1.957, -1.139, -0.026)
O (-0.321, 0.429, 0.632)
H (1.533, 0.611, 2.126)
H (1.816, -0.710, 0.895)
H (0.464, -0.853, 2.095)
H (0.438, 2.084, -0.443)
H (-0.399, -0.922, -2.278)
H (-0.940, 0.784, -2.097)
H (-2.183, -1.126, 0.969)



5.
The following is a DFT calculation (ωB97M-V/def2-TZVPD) of C4H7NO2 in the gas phase at a distorted geometry.

## Properties
relative energy (zero: lowest compared OMol25 entry of this formula, charge and spin): 56.2 kcal/mol
spin multiplicity: 1
frontier orbital gap: 10.79 eV
HOMO level: -10.13 eV
charge: 0
max |F|: 1.9 eV/A

CARTESIAN COORDINATES (ANGSTROEM)
H (0.622, 1.184, -0.065)
N (-0.394, 1.375, -0.210)
C (-0.925, 0.244, -0.045)
C (-2.359, -0.205, -0.145)
O (-0.118, -0.912, 0.268)
C (1.258, -0.663, 0.515)
C (2.089, 0.399, -0.380)
O (2.991, 1.039, 0.104)
H (-2.604, -0.724, 0.786)
H (-3.102, 0.579, -0.329)
H (-2.414, -0.941, -0.954)
H (1.435, -0.401, 1.570)
H (1.839, -1.542, 0.222)
H (1.962, 0.360, -1.488)



6.
The following is a DFT calculation (ωB97M-V/def2-TZVPD) of C4H7NO2 in the gas phase at a distorted geometry.

## Properties
relative energy (zero: lowest compared OMol25 entry of this formula, charge and spin): 31.4 kcal/mol
spin multiplicity: 1
frontier orbital gap: 10.90 eV
HOMO level: -10.14 eV
charge: 0
max |F|: 1.3 eV/A

CARTESIAN COORDINATES (ANGSTROEM)
C (2.070, 0.039, -0.077)
C (0.644, -0.081, -0.561)
O (0.397, -0.142, -1.740)
N (-0.429, -0.178, 0.406)
C (-1.589, -0.894, -0.162)
C (-0.808, 1.122, 0.871)
O (-1.717, 1.726, 0.353)
H (2.492, 0.995, -0.411)
H (2.640, -0.760, -0.569)
H (2.169, -0.086, 1.000)
H (-2.491, -0.515, 0.311)
H (-1.676, -0.716, -1.235)
H (-1.490, -1.967, 0.053)
H (-0.213, 1.456, 1.761)



7.
The following is a DFT calculation (ωB97M-V/def2-TZVPD) of C4H7NO2 in the gas phase at a distorted geometry.

## Properties
relative energy (zero: lowest compared OMol25 entry of this formula, charge and spin): 53.2 kcal/mol
spin multiplicity: 1
frontier orbital gap: 10.67 eV
HOMO level: -9.78 eV
charge: 0
max |F|: 2.2 eV/A

CARTESIAN COORDINATES (ANGSTROEM)
C (-1.779, 0.238, 1.555)
N (-1.288, -0.686, 0.523)
C (-0.150, -0.474, 0.022)
C (0.651, -1.218, -1.056)
O (1.387, -0.182, -1.706)
C (1.411, 0.904, -0.829)
O (0.640, 0.604, 0.320)
H (-2.817, 0.537, 1.361)
H (-1.786, -0.291, 2.516)
H (-1.177, 1.146, 1.676)
H (-0.016, -1.703, -1.780)
H (1.563, -1.733, -0.725)
H (0.941, 1.706, -1.393)
H (2.421, 1.151, -0.484)



8.
The following is a DFT calculation (ωB97M-V/def2-TZVPD) of a molecular structure, C4H7NO2.

## Properties
relative energy (zero: lowest compared OMol25 entry of this formula, charge and spin): 142.8 kcal/mol
spin multiplicity: 1
frontier orbital gap: 10.17 eV
HOMO level: -9.94 eV
charge: 0
max |F|: 0.4 eV/A

CARTESIAN COORDINATES (ANGSTROEM)
C (1.293, -1.303, 0.107)
C (0.322, -0.158, -0.026)
C (0.697, 1.144, -0.601)
O (-0.089, 0.215, -1.327)
C (-0.746, -0.160, 0.997)
O (-0.728, -0.608, 2.223)
N (-1.926, 0.176, 1.263)
H (2.105, -1.186, -0.614)
H (1.707, -1.331, 1.119)
H (0.786, -2.254, -0.086)
H (0.177, 2.047, -0.284)
H (1.721, 1.272, -0.951)
H (-2.939, 1.070, -0.665)
H (-2.380, 1.074, -1.158)



9.
The following is a DFT calculation (ωB97M-V/def2-TZVPD) of a molecular structure, C4H7NO2 at a distorted geometry.

## Properties
relative energy (zero: lowest compared OMol25 entry of this formula, charge and spin): 135.6 kcal/mol
spin multiplicity: 1
frontier orbital gap: 10.23 eV
HOMO level: -9.53 eV
charge: 0
max |F|: 13.9 eV/A

CARTESIAN COORDINATES (ANGSTROEM)
C (-0.017, -1.167, 0.121)
C (-1.293, -0.133, -0.047)
C (-0.699, 1.151, 0.146)
C (0.871, 1.055, -0.015)
H (2.792, -1.147, -0.410)
H (0.021, -1.376, 1.422)
H (-0.426, -1.931, -0.546)
H (-1.759, -0.469, -1.117)
H (-2.222, -0.419, 0.456)
H (-1.304, 1.852, -0.884)
H (-1.125, 1.767, 1.002)
N (1.122, -0.355, -0.265)
O (2.362, -0.725, 0.132)
O (1.677, 1.897, 0.003)



10.
The following is a DFT calculation (ωB97M-V/def2-TZVPD) of C4H7NO2 in the gas phase.

## Properties
relative energy (zero: lowest compared OMol25 entry of this formula, charge and spin): 34.0 kcal/mol
spin multiplicity: 1
frontier orbital gap: 10.75 eV
HOMO level: -9.92 eV
charge: 0
max |F|: 0.4 eV/A

CARTESIAN COORDINATES (ANGSTROEM)
O (0.354, 0.138, 1.839)
C (0.199, 0.779, 0.589)
C (-1.179, 0.502, -0.008)
N (-1.338, -0.936, -0.214)
C (-0.328, -1.493, -0.742)
O (0.846, -0.929, -1.083)
C (1.229, 0.301, -0.429)
H (-0.136, -0.696, 1.798)
H (0.343, 1.849, 0.772)
H (-1.271, 1.020, -0.973)
H (-1.973, 0.863, 0.650)
H (-0.336, -2.555, -0.986)
H (1.378, 1.054, -1.211)
H (2.184, 0.096, 0.061)



11.
The following is a DFT calculation (ωB97M-V/def2-TZVPD) of C4H7NO2 in the gas phase at a distorted geometry.

## Properties
relative energy (zero: lowest compared OMol25 entry of this formula, charge and spin): 78.6 kcal/mol
spin multiplicity: 1
frontier orbital gap: 10.55 eV
HOMO level: -9.61 eV
charge: 0
max |F|: 5.7 eV/A

CARTESIAN COORDINATES (ANGSTROEM)
O (1.276, 0.010, 2.359)
C (0.741, 0.219, 1.348)
C (-0.708, -0.121, 1.013)
C (-0.748, -0.800, -0.487)
C (0.029, 0.034, -1.517)
O (0.392, 1.246, -0.805)
N (1.269, 0.744, 0.235)
H (-1.334, 0.768, 1.159)
H (-1.035, -0.756, 1.706)
H (-1.820, -0.619, -0.604)
H (-0.557, -1.903, -0.453)
H (0.955, -0.230, -2.054)
H (-0.734, 0.348, -2.252)
H (2.274, 1.061, 0.352)



12.
The following is a DFT calculation (ωB97M-V/def2-TZVPD) of 2 unconnected molecules or ions with the total composition C4H7NO2.

## Properties
relative energy (zero: lowest compared OMol25 entry of this formula, charge and spin): 61.7 kcal/mol
spin multiplicity: 1
frontier orbital gap: 9.48 eV
HOMO level: -8.81 eV
charge: 0
max |F|: 0.8 eV/A

CARTESIAN COORDINATES (ANGSTROEM)
C (0.353, 0.588, 1.673)
C (1.190, -0.369, 1.300)
O (2.154, -1.024, 1.156)
H (0.784, 1.401, 2.241)
H (-0.708, 0.562, 1.486)
N (-0.122, -1.269, -0.310)
C (-0.786, -0.211, -1.066)
C (-0.149, 1.171, -0.942)
O (-0.831, 2.168, -0.968)
H (0.583, -1.792, -0.819)
H (-0.782, -1.930, 0.079)
H (-1.817, -0.102, -0.717)
H (-0.826, -0.413, -2.148)
H (0.957, 1.219, -0.964)



13.
The following is a DFT calculation (ωB97M-V/def2-TZVPD) of 2 unconnected molecules or ions with the total composition C4H7NO2.

## Properties
relative energy (zero: lowest compared OMol25 entry of this formula, charge and spin): 80.9 kcal/mol
spin multiplicity: 1
frontier orbital gap (spin up / spin down): 7.97 / 7.97 eV
HOMO level (spin up / spin down): -7.87 / -7.87 eV
charge: 0
max |F|: 0.3 eV/A

CARTESIAN COORDINATES (ANGSTROEM)
O (2.264, 0.025, 1.304)
C (0.927, 0.142, 0.937)
C (0.551, 1.183, -0.063)
N (-0.284, 0.605, -0.889)
C (-0.499, -0.753, -0.722)
C (0.371, -1.164, 0.317)
O (0.749, -2.255, 0.738)
H (2.385, -0.939, 1.404)
H (0.275, 0.338, 1.815)
H (0.747, 2.245, -0.082)
H (-2.885, 0.295, -2.196)
H (-0.771, 1.123, -1.613)
H (-2.816, 0.376, -2.932)
H (-1.026, -1.319, -1.473)



14.
The following is a DFT calculation (ωB97M-V/def2-TZVPD) of 2 unconnected molecules or ions with the total composition C4H7NO2 at a distorted geometry.

## Properties
relative energy (zero: lowest compared OMol25 entry of this formula, charge and spin): 62.6 kcal/mol
spin multiplicity: 1
frontier orbital gap: 9.97 eV
HOMO level: -9.54 eV
charge: 0
max |F|: 3.4 eV/A

CARTESIAN COORDINATES (ANGSTROEM)
N (0.283, -1.604, 0.123)
C (-0.670, -0.941, 0.237)
C (-2.071, -0.579, 0.475)
O (-2.648, 0.080, -0.631)
H (-2.100, 0.129, 1.312)
H (-2.626, -1.486, 0.762)
H (-2.681, -0.518, -1.381)
C (2.189, 0.687, -0.640)
C (1.315, 0.679, 0.571)
O (1.631, 0.651, 1.721)
H (2.146, 1.654, -1.124)
H (1.841, -0.080, -1.337)
H (3.220, 0.451, -0.353)
H (0.172, 0.875, 0.266)



15.
The following is a DFT calculation (ωB97M-V/def2-TZVPD) of C4H7NO2 in the gas phase at a distorted geometry.

## Properties
relative energy (zero: lowest compared OMol25 entry of this formula, charge and spin): 57.2 kcal/mol
spin multiplicity: 1
frontier orbital gap: 10.58 eV
HOMO level: -9.73 eV
charge: 0
max |F|: 3.0 eV/A

CARTESIAN COORDINATES (ANGSTROEM)
O (-1.390, -0.331, 1.279)
C (-0.970, 0.110, -0.097)
C (-0.233, -1.004, -0.820)
N (1.153, -1.158, -0.391)
C (1.779, -0.099, -0.086)
O (1.304, 1.160, 0.001)
C (-0.103, 1.305, 0.244)
H (-0.702, -0.893, 1.679)
H (-1.919, 0.392, -0.558)
H (-0.241, -0.847, -1.909)
H (-0.770, -1.936, -0.629)
H (2.845, -0.133, 0.138)
H (-0.380, 2.285, -0.166)
H (-0.421, 1.101, 1.327)



16.
The following is a DFT calculation (ωB97M-V/def2-TZVPD) of a molecular structure, C4H7NO2.

## Properties
relative energy (zero: lowest compared OMol25 entry of this formula, charge and spin): 123.6 kcal/mol
spin multiplicity: 1
frontier orbital gap (spin up / spin down): 7.42 / 7.74 eV
HOMO level (spin up / spin down): -9.35 / -9.51 eV
charge: 0
max |F|: 0.4 eV/A

CARTESIAN COORDINATES (ANGSTROEM)
C (-1.539, -0.815, 0.079)
C (-0.323, -0.434, -0.740)
C (0.142, 1.001, -0.480)
N (1.117, 0.117, 1.573)
C (1.515, -0.059, 0.322)
O (2.332, 0.608, -0.383)
O (0.837, -1.138, -0.333)
H (-1.332, -0.627, 1.136)
H (-1.739, -1.882, -0.053)
H (-2.425, -0.253, -0.241)
H (-0.491, -0.579, -1.816)
H (-0.335, 1.584, 0.300)
H (0.597, 1.557, -1.290)
H (1.643, 0.920, 1.926)



17.
The following is a DFT calculation (ωB97M-V/def2-TZVPD) of C4H7NO2 in the gas phase.

## Properties
relative energy (zero: lowest compared OMol25 entry of this formula, charge and spin): 68.0 kcal/mol
spin multiplicity: 1
frontier orbital gap: 8.71 eV
HOMO level: -7.89 eV
charge: 0
max |F|: 0.8 eV/A

CARTESIAN COORDINATES (ANGSTROEM)
N (-2.180, 1.110, 0.040)
C (-0.959, 0.654, -0.348)
O (-0.970, -0.159, -1.426)
C (0.239, 0.934, 0.235)
C (1.182, -0.162, 0.581)
C (0.974, -1.593, 0.324)
O (2.001, -0.880, -0.359)
H (-3.005, 0.790, -0.443)
H (-2.283, 1.312, 1.022)
H (-0.038, -0.064, -1.703)
H (0.344, 1.870, 0.764)
H (1.713, 0.065, 1.508)
H (0.159, -1.934, -0.312)
H (1.298, -2.329, 1.061)



18.
The following is a DFT calculation (ωB97M-V/def2-TZVPD) of 2 unconnected molecules or ions with the total composition C4H7NO2 at a distorted geometry.

## Properties
relative energy (zero: lowest compared OMol25 entry of this formula, charge and spin): 55.4 kcal/mol
spin multiplicity: 1
frontier orbital gap: 10.24 eV
HOMO level: -9.37 eV
charge: 0
max |F|: 1.4 eV/A

CARTESIAN COORDINATES (ANGSTROEM)
C (0.221, 1.708, 0.237)
C (-0.383, 0.370, -0.163)
N (-0.188, 0.039, -1.538)
O (-1.697, 0.256, 0.364)
C (-0.709, -0.608, 0.906)
C (0.978, -2.532, -0.448)
O (1.456, -2.871, 0.522)
H (0.533, 1.688, 1.285)
H (1.076, 2.001, -0.381)
H (-0.555, 2.472, 0.132)
H (0.638, 0.498, -1.908)
H (-0.357, -0.402, 1.920)
H (-0.938, -1.663, 0.754)
H (-0.076, -0.957, -1.682)